Entry from the OMol25 dataset: a structure of composition C2H6N2OS at a distorted geometry (wB97M-V/def2-TZVPD).

Results
- energy relative to the best compared isomer or geometry (same formula, charge and spin) (kcal/mol) = 101.1
- Kohn-Sham gap (eV) = 9.5
- E_tot (a.u.) = -662.6057
- HOMO energy (eV) = -9.064

Cartesian coordinates (Å):
C  -0.7902  0.1589  -0.0094
C  0.5324  0.7113  -0.7053
N  -0.2912  -0.5443  1.1404
N  0.7995  -1.2511  0.7710
O  1.5754  0.1182  -0.1385
S  0.3429  0.5272  -2.5139
H  -1.5723  0.8374  0.4129
H  -1.3167  -0.6318  -0.5842
H  0.3911  1.8357  -0.3698
H  -0.0736  -0.0634  1.9727
H  1.3028  -1.2640  1.6502
H  -0.0530  -0.7747  -2.4971

Force components x, y, z for each atom (eV/Å):
-1.550 -1.412 1.452
-1.912 1.945 1.169
0.505 -1.567 -0.878
-0.884 1.333 -0.776
0.706 -0.979 0.851
0.018 -0.073 -0.079
0.807 0.030 -0.968
0.434 0.758 -0.201
0.934 -1.636 -1.343
-0.378 1.423 0.792
1.119 -0.311 -0.132
0.201 0.488 0.111

=====

Entry from the OMol25 dataset: a cluster of 2 separate species, C4H7NSi in total at a distorted geometry (wB97M-V/def2-TZVPD).

Results
- energy relative to the best compared isomer or geometry (same formula, charge and spin) (kcal/mol) = 43.1
- Kohn-Sham gap (eV) = 9.8
- E_tot (a.u.) = -500.6902
- SMILES string = N=C=C[SiH3].C#C
- HOMO energy (eV) = -8.881

Cartesian coordinates (Å):
N  0.0888  -2.6681  -1.1094
C  -0.2752  -1.8007  -0.3471
C  -0.5604  -0.9011  0.5474
Si  -1.7769  0.5007  0.0082
H  0.6961  -2.5917  -1.8195
H  0.1500  -0.8094  1.4043
H  -1.0970  1.8158  -0.0030
H  -2.8842  0.7368  0.9627
H  -2.1435  -0.2424  -1.2877
C  3.2442  0.5235  1.0216
C  2.1623  0.9455  0.5849
H  4.1740  0.0678  1.2237
H  1.4286  1.4282  -0.0781

Force components x, y, z for each atom (eV/Å):
-3.511 -0.847 3.174
1.419 -0.254 -0.473
-0.412 1.826 0.955
0.730 -2.123 0.173
2.683 0.703 -2.921
-0.757 -0.248 -0.737
0.100 -0.079 -0.481
-0.113 -0.229 -0.208
-0.214 1.210 0.517
-3.956 1.355 -1.845
3.279 -0.605 0.225
0.288 -0.128 0.486
0.465 -0.580 1.134

=====

Entry from the OMol25 dataset: a structure of composition C27H30Cl2N6O2OsS (wB97M-V/def2-TZVPD).

Results
- charge = +2
- Kohn-Sham gap (spin up / spin down) (eV) = 5.0 / 5.1
- E_tot (a.u.) = -2934.6727
- HOMO energy (spin up / spin down) (eV) = -13.250 / -13.281

Cartesian coordinates (Å):
Os  -1.4559  -1.0080  0.5709
Cl  -5.0036  2.1399  5.4434
C  -4.5698  1.3100  4.0235
C  -3.2544  1.0123  3.7990
C  -2.8953  0.3221  2.6290
N  -1.6308  -0.0832  2.2864
C  -0.4725  0.0740  3.0847
O  -0.3867  0.7186  4.0904
C  0.6975  -0.6813  2.5086
C  1.8541  -0.8033  3.2468
C  2.9082  -1.5397  2.7246
C  2.7648  -2.1063  1.4696
C  1.5728  -1.9351  0.7846
N  0.5450  -1.2465  1.2907
C  -3.9179  -0.0666  1.6783
C  -5.2636  0.2540  1.9338
C  -5.5854  0.9267  3.0787
Cl  -7.2122  1.3107  3.3871
N  -3.4411  -0.7629  0.6097
C  -4.2175  -1.4385  -0.3443
O  -5.4124  -1.4346  -0.4351
C  -3.3418  -2.2396  -1.2806
C  -3.9299  -2.9799  -2.2814
C  -3.1245  -3.7496  -3.1086
C  -1.7524  -3.7360  -2.9111
C  -1.2288  -2.9562  -1.8991
N  -1.9983  -2.2191  -1.0862
H  -2.5061  1.3075  4.5149
H  1.9002  -0.3329  4.2198
H  3.8196  -1.6748  3.2910
H  3.5562  -2.6919  1.0229
H  1.4255  -2.3692  -0.1945
H  -6.0352  -0.0291  1.2381
H  -5.0054  -2.9433  -2.3867
H  -3.5625  -4.3554  -3.8910
H  -1.0894  -4.3296  -3.5259
H  -0.1642  -2.9079  -1.7248
C  3.6599  0.2607  -3.6618
C  2.7487  -0.8538  -4.1798
C  1.5197  -1.1523  -3.3181
C  0.5073  -0.0128  -3.2011
N  0.9558  1.0245  -2.2614
C  0.4656  1.3434  -1.0734
S  -1.1933  0.8547  -0.6403
N  1.1229  2.2211  -0.3406
C  0.8153  2.6979  1.0147
C  1.9949  2.4926  1.9575
C  3.1690  3.4585  1.7715
C  3.9576  3.3127  0.4671
H  4.6294  0.2244  -4.1561
H  3.8434  0.1650  -2.5863
H  3.2590  1.2584  -3.8725
H  3.3301  -1.7736  -4.2557
H  2.4179  -0.6103  -5.1923
H  1.8394  -1.4429  -2.3092
H  0.9981  -2.0058  -3.7581
H  -0.4576  -0.3711  -2.8549
H  0.3630  0.4581  -4.1748
H  1.8349  1.4569  -2.5149
H  1.9822  2.5918  -0.7280
H  -0.0719  2.1628  1.3470
H  0.5637  3.7594  0.9659
H  2.3468  1.4606  1.8635
H  1.6153  2.6168  2.9754
H  3.8533  3.2981  2.6052
H  2.8048  4.4850  1.8610
H  4.1635  2.2630  0.2335
H  4.9193  3.8177  0.5459
H  3.4558  3.7829  -0.3863

Force components x, y, z for each atom (eV/Å):
0.161 0.660 0.346
-0.045 0.104 0.136
-0.136 -0.158 -0.276
-0.125 0.006 0.110
-0.154 0.026 -0.454
-0.098 -0.524 -0.366
0.050 -0.225 0.059
-0.007 0.072 -0.053
-0.132 -0.032 0.001
0.035 -0.040 0.092
0.001 -0.003 0.012
-0.003 -0.015 -0.018
0.042 -0.005 0.017
0.019 -0.022 -0.223
0.227 0.354 0.271
0.155 -0.106 -0.109
0.297 0.122 0.323
-0.080 0.028 0.008
0.058 -0.306 -0.148
0.220 0.122 0.165
-0.085 0.020 -0.025
0.029 0.137 0.098
-0.029 -0.077 -0.103
-0.090 0.013 0.009
0.087 0.001 -0.006
0.003 -0.137 -0.006
0.001 -0.120 0.213
-0.011 0.013 0.015
0.009 -0.005 -0.008
0.005 0.018 -0.006
-0.001 0.015 -0.002
-0.017 -0.009 0.018
-0.012 -0.013 -0.029
-0.002 -0.026 0.020
0.008 0.018 0.003
-0.014 0.038 -0.008
0.026 -0.024 0.045
-0.034 -0.013 -0.006
0.011 0.056 0.080
0.038 0.082 -0.020
0.051 0.033 0.026
-0.062 -0.215 0.061
0.179 0.233 0.190
-0.483 -0.005 -0.474
0.033 -0.068 0.105
0.007 0.042 -0.051
0.053 0.068 0.020
-0.021 -0.044 -0.104
-0.027 0.017 0.031
-0.018 0.017 -0.005
0.008 0.003 -0.026
0.007 -0.020 0.020
-0.008 -0.006 -0.031
0.027 -0.048 -0.015
-0.030 -0.037 -0.028
-0.015 -0.012 0.019
-0.042 0.016 0.003
-0.059 0.033 0.015
0.032 0.032 -0.003
0.063 -0.041 0.032
-0.031 0.002 0.039
-0.072 -0.016 -0.073
0.015 0.012 0.021
-0.030 -0.067 -0.024
-0.005 0.034 0.019
0.031 -0.004 0.063
-0.005 0.022 -0.001
-0.010 -0.003 -0.012
0.000 -0.022 0.010

=====

Entry from the OMol25 dataset: an isolated molecule of C19H21N5O4S at a distorted geometry (wB97M-V/def2-TZVPD).

Results
- energy relative to the best compared isomer or geometry (same formula, charge and spin) (kcal/mol) = 84.2
- Kohn-Sham gap (eV) = 8.5
- E_tot (a.u.) = -1709.5029
- SMILES string = COc1ccc(OC)c(-n2nnnc2SCC(=O)Nc2cc(C)ccc2OC)c1
- HOMO energy (eV) = -7.951

Cartesian coordinates (Å):
C  -5.4061  -2.9770  0.6680
O  -5.5796  -1.6825  1.1970
C  -4.7172  -0.7077  0.8143
C  -4.8966  0.5466  1.3974
C  -4.0683  1.6044  1.0854
C  -3.0239  1.4525  0.1769
O  -2.1325  2.4166  -0.1658
C  -2.2970  3.7058  0.3734
C  -2.8590  0.1936  -0.4159
N  -1.8246  0.0074  -1.3437
N  -1.5073  0.8885  -2.3038
N  -0.5208  0.4308  -2.9416
N  -0.1270  -0.7406  -2.4655
C  -0.9415  -1.0222  -1.4644
S  -0.9003  -2.4383  -0.4778
C  0.6330  -3.2101  -1.1055
C  1.8639  -2.6596  -0.3838
O  2.4691  -3.3244  0.4276
N  2.1523  -1.3939  -0.7494
C  3.1072  -0.5400  -0.1795
C  4.2644  -0.9944  0.4241
C  5.1875  -0.1006  0.9581
C  6.4398  -0.6170  1.5989
C  4.9284  1.2557  0.8639
C  3.7672  1.7281  0.2683
C  2.8408  0.8409  -0.2501
O  1.6445  1.1838  -0.8234
C  1.3388  2.5496  -0.9694
C  -3.6913  -0.8732  -0.1073
H  -5.5556  -2.9903  -0.4162
H  -4.4157  -3.3772  0.9054
H  -6.1686  -3.5918  1.1429
H  -5.6997  0.6719  2.1054
H  -4.2375  2.5546  1.5647
H  -3.2683  4.1313  0.1044
H  -1.5058  4.3089  -0.0687
H  -2.1865  3.7030  1.4627
H  0.6695  -3.0312  -2.1788
H  0.5324  -4.2722  -0.8869
H  1.5486  -0.9403  -1.4325
H  4.4402  -2.0559  0.4845
H  7.1104  -1.0216  0.8410
H  6.2066  -1.4180  2.2974
H  6.9606  0.1752  2.1307
H  5.6353  1.9673  1.2649
H  3.5952  2.7919  0.2238
H  2.0759  3.0569  -1.5989
H  1.2798  3.0485  0.0036
H  0.3642  2.5824  -1.4545
H  -3.5252  -1.8162  -0.6014

Force components x, y, z for each atom (eV/Å):
0.001 -0.166 -0.070
-0.075 0.203 0.120
0.139 0.303 0.045
-0.027 -0.356 -0.106
0.147 0.095 -0.117
0.101 -0.226 -0.072
-0.085 -0.333 0.030
-0.030 0.198 0.125
-0.511 0.596 0.435
1.232 -1.207 -0.254
-0.810 0.967 -0.256
0.201 0.755 -0.712
-0.110 -1.099 0.618
-0.103 0.434 -0.242
0.051 -0.375 0.259
-0.141 0.186 0.133
-0.316 -0.191 -0.278
0.109 -0.165 0.192
0.020 0.528 -0.270
0.042 0.115 0.136
-0.051 0.094 -0.036
-0.045 0.205 0.000
-0.005 -0.025 -0.067
0.079 -0.181 0.053
-0.276 0.079 -0.166
0.029 -0.070 0.074
0.293 -0.413 0.107
-0.104 0.243 -0.071
-0.133 -0.015 0.055
0.021 0.002 0.024
-0.014 0.010 -0.011
0.081 -0.005 -0.067
-0.101 0.021 0.094
0.014 0.106 0.035
0.027 -0.012 0.010
-0.069 0.006 0.061
-0.013 0.011 -0.038
0.036 -0.090 -0.007
0.051 0.106 -0.014
0.035 -0.254 0.081
-0.010 -0.087 -0.006
0.110 -0.041 0.015
0.058 -0.053 0.086
0.071 0.015 0.055
0.081 0.060 0.054
-0.065 0.086 -0.026
0.005 -0.006 0.042
0.029 -0.011 -0.021
0.084 0.052 0.048
-0.053 -0.096 -0.079